Entry 1:
{"formula": "C8H12OS", "method": "ωB97M-V/def2-TZVPD", "species": ["C", "C", "C", "C", "C", "C", "C", "C", "O", "S", "H", "H", "H", "H", "H", "H", "H", "H", "H", "H", "H", "H"], "coordinates": [[-0.935045, 0.178430, -0.304345], [0.253474, 0.625347, -0.141999], [-2.136060, -0.543028, 0.036306], [1.424626, 1.223099, -0.353464], [-2.568396, -0.681515, 1.482682], [-2.332873, -1.877325, -0.724842], [2.096613, 0.986107, -1.677974], [2.092203, 1.860641, 0.843239], [-3.515727, 1.756612, 0.141913], [-2.959173, 0.894453, -0.880541], [-1.938179, -1.192540, 2.071575], [-2.705637, 0.265797, 2.021194], [-3.437278, -1.202918, 1.370061], [-3.380186, -2.106685, -0.616660], [-2.068322, -1.897879, -1.804223], [-1.613094, -2.568463, -0.219853], [2.591372, 0.062029, -1.494266], [1.471465, 0.830766, -2.579359], [2.804770, 1.775944, -2.092217], [2.320823, 2.903689, 0.748532], [1.285365, 1.662486, 1.538058], [3.029983, 1.325085, 1.050382]], "forces_ev_per_angstrom": [[-0.55, 0.61, 0.76], [-0.90, 0.30, -1.28], [0.90, -0.67, -1.40], [-0.46, 0.16, -0.47], [-0.23, 3.50, -1.84], [1.27, 0.38, 0.26], [0.48, 1.15, -1.35], [-0.49, -1.10, -0.81], [-0.94, 1.58, 1.05], [2.15, -1.62, -0.05], [2.67, -2.24, 1.69], [-0.30, -0.04, -0.62], [-2.74, -1.26, 0.50], [-0.26, -0.72, 0.08], [-0.14, 0.49, 0.69], [-0.97, 0.00, -0.39], [1.10, -0.77, -0.42], [-0.41, -0.09, 0.97], [-0.52, -0.84, 1.32], [-0.03, 0.62, -0.19], [0.69, 0.48, 1.19], [-0.33, 0.07, 0.31]], "nbo_charge": [0.024, -0.073, -0.274, 0.018, -0.600, -0.609, -0.650, -0.629, -0.932, 1.047, 0.215, 0.243, 0.209, 0.214, 0.223, 0.217, 0.226, 0.231, 0.224, 0.223, 0.231, 0.219], "de_lowest_kj_mol": 404.9, "homo_lumo_gap_ev": [7.24, 6.97], "lumo_energy_ev": [-0.25, -0.34]}

=====

Entry 2:
{"formula": "C9H11N2", "method": "ωB97M-V/def2-TZVPD", "species": ["C", "C", "C", "C", "C", "C", "C", "C", "C", "N", "N", "H", "H", "H", "H", "H", "H", "H", "H", "H", "H", "H"], "coordinates": [[0.719426, -1.263002, -2.759811], [-0.504681, -0.572450, -2.528929], [1.743200, -1.171733, -1.801201], [-0.733525, 0.116743, -1.324682], [1.490288, -0.394166, -0.615925], [0.200431, 0.063121, -0.272714], [2.400622, -0.337354, 0.605087], [-0.562128, 1.722428, 1.283298], [-0.741094, -0.726303, 1.732892], [2.161405, 0.021306, 1.737777], [-0.132598, 0.378842, 1.054362], [0.557041, -1.943000, -3.570722], [-1.269922, -0.688069, -3.194560], [2.631100, -1.693306, -1.941820], [-1.646316, 0.803041, -1.260611], [3.448767, -0.586632, 0.503202], [-1.697353, 1.656704, 1.548602], [-0.158467, 2.184973, 2.122166], [-0.353306, 2.382454, 0.386388], [-1.738701, -0.856482, 1.412691], [-0.109988, -1.586072, 1.650853], [-0.815491, -0.457889, 2.823948]], "forces_ev_per_angstrom": [[-1.87, 0.78, 1.76], [3.01, 0.28, 2.90], [-2.37, 1.75, 0.37], [-1.11, 1.11, -0.44], [-0.29, -1.58, 0.81], [0.76, -0.29, -2.46], [0.31, -0.42, -2.46], [-3.17, 0.63, -1.36], [0.47, 0.86, 3.08], [-2.20, 0.83, 0.99], [2.11, 0.29, -0.72], [1.37, -0.36, -0.51], [-1.85, 0.06, -1.78], [1.58, -0.63, -0.06], [1.07, -1.52, 0.29], [0.68, -0.38, -0.31], [1.67, 0.39, -0.81], [1.17, 0.46, 1.64], [-0.42, -0.95, 1.06], [-1.13, -0.41, -0.77], [0.04, -0.61, -0.26], [0.18, -0.30, -0.95]], "nbo_charge": [-0.179, -0.140, -0.153, -0.213, -0.079, 0.125, -0.021, -0.439, -0.423, -0.038, -0.162, 0.250, 0.230, 0.243, 0.248, 0.293, 0.236, 0.257, 0.248, 0.233, 0.242, 0.243], "de_lowest_kj_mol": 451.8, "total_charge": 1, "homo_lumo_gap_ev": [7.05, 8.38], "lumo_energy_ev": [-6.69, -5.37]}

=====

Entry 3:
{"formula": "C5H8O", "method": "ωB97M-V/def2-TZVPD", "species": ["C", "O", "C", "C", "C", "C", "H", "H", "H", "H", "H", "H", "H", "H"], "coordinates": [[-2.415066, 0.017366, 0.433353], [-1.633936, -1.063721, -0.007804], [-0.475823, -0.690266, -0.720382], [0.548603, 0.119384, 0.024460], [1.846051, 0.031418, 0.117297], [3.106901, 0.311783, 0.302453], [-2.669149, 0.706254, -0.389033], [-3.345920, -0.398014, 0.828341], [-1.907247, 0.583491, 1.226374], [-0.057622, -1.631595, -1.083978], [-0.748690, -0.061734, -1.581029], [3.606645, 1.071218, -0.293504], [3.661682, -0.199331, 1.075253], [0.483569, 1.203748, 0.068199]], "forces_ev_per_angstrom": [[-0.17, 0.22, 0.13], [0.16, 0.00, 0.08], [0.29, 0.03, -0.38], [0.50, 0.38, -0.64], [0.34, -0.31, -0.03], [0.06, -0.24, -0.03], [0.11, -0.12, 0.07], [0.17, 0.06, -0.02], [-0.10, -0.03, -0.11], [0.08, 0.18, 0.03], [-0.20, -0.21, -0.10], [0.13, -0.60, -0.37], [0.02, 0.37, 0.37], [-1.42, 0.27, 0.99]], "nbo_charge": [-0.256, -0.524, -0.084, -0.369, 0.161, -0.525, 0.160, 0.195, 0.172, 0.202, 0.168, 0.227, 0.228, 0.244], "de_lowest_kj_mol": 323.5, "homo_lumo_gap_ev": 9.78, "lumo_energy_ev": 0.83}